[1]
115
Properties=species:S:1:pos:R:3 method="wB97M-V/def2-TZVPD" s2=8.75 multiplicity=6 lumo_ev="0.2 / 0.2" max_force_ev_per_a=0.92 orbital_gap_ev="6.7 / 6.7" e_above_lowest_ev=0.956
H 2.68 1.97 -6.17
C -3.90 -2.43 -3.85
N 5.87 2.40 -5.19
N -0.64 1.78 3.11
H -4.07 1.05 0.00
N -0.03 2.86 3.61
H -7.33 -5.51 -2.55
H -2.86 -3.43 0.00
H 1.13 -0.13 7.20
H 0.18 1.05 6.26
H -0.95 -1.34 3.29
H 1.22 -2.75 0.71
H 3.20 3.07 3.26
H 2.82 -2.07 -2.43
N 1.46 0.50 -0.73
H 2.33 -1.26 -0.13
C -3.61 1.23 -0.98
N -3.61 0.18 -3.24
H 0.60 2.19 -1.56
H -4.11 2.07 -1.47
C -6.05 -3.45 -3.57
C -1.78 -3.44 0.20
H -2.18 -0.84 2.12
C -3.77 -0.04 -1.81
N -1.57 -3.94 1.55
H 1.08 1.57 -3.89
H -0.59 4.63 4.65
S 1.92 5.96 -2.47
H 2.50 -2.67 4.64
C 3.83 0.53 -5.07
S 0.79 3.45 0.90
C -0.90 3.69 4.22
P 3.11 0.87 2.17
C 0.47 0.01 6.34
H -0.47 -1.97 -0.80
C 6.04 1.24 -4.56
C -2.13 1.62 -0.75
H 4.81 2.53 2.74
C -1.92 1.90 3.45
C -4.07 -4.70 -3.11
C 1.38 0.92 -3.09
N -0.46 -1.65 1.28
C 1.12 1.26 -1.78
C 2.92 0.32 4.97
C 2.34 -1.11 -2.27
H 4.31 0.79 0.06
C 5.06 0.27 -4.47
C -2.13 3.09 4.15
S -2.88 -0.99 -4.12
C 1.83 -2.21 5.37
H 0.93 3.05 3.36
H -4.37 0.64 -3.73
H -5.90 -6.21 -1.76
H 5.42 0.55 1.42
S 2.53 -0.72 -4.99
C 4.68 2.64 -5.73
O -2.93 -0.59 -5.49
H -2.21 -3.64 -3.42
C -1.46 -1.62 2.37
Mn 0.27 0.75 1.19
C -5.46 -4.63 -3.14
H -2.11 6.70 0.53
C -1.17 -2.03 0.04
C -0.13 -4.06 1.81
H 4.79 0.46 3.88
C 3.78 0.08 3.73
H -0.43 -0.59 6.48
C -2.14 -3.01 2.51
C 3.30 4.93 -2.27
H -1.94 -1.27 -0.11
C 2.02 -0.29 -3.34
H 5.23 -0.66 -3.95
H 3.42 -0.05 5.87
O -1.63 2.48 -1.45
H 4.57 3.61 -6.22
H -5.75 -1.43 -4.26
H -2.64 1.15 3.18
C 0.90 5.26 -1.21
H -1.99 -3.42 3.51
H 4.37 -0.78 0.87
H 0.95 -2.85 5.46
H 2.74 1.39 5.11
C -5.28 -2.35 -3.93
P 1.29 -0.54 4.78
H -6.25 -6.60 -3.45
O -1.62 -1.29 -3.50
H 7.02 1.08 -4.12
C 3.75 2.57 2.47
H -0.39 6.91 0.99
H -4.74 -0.51 -1.60
H -1.15 5.28 1.03
O -1.57 0.97 0.21
C -1.12 6.24 0.53
H 1.13 -2.37 2.44
H -2.99 -0.76 -1.55
S 4.69 5.05 -3.13
H 0.00 -4.40 2.83
C 2.05 -0.67 -0.99
H 0.27 -4.82 1.14
H -3.59 -5.62 -2.80
C 0.55 -2.69 1.57
H 3.86 -1.00 3.55
H -1.32 -4.15 -0.50
H -7.13 -3.38 -3.61
H 3.63 3.15 1.56
C 1.41 4.23 -0.50
H -3.22 -2.95 2.33
H 2.34 -2.15 6.33
S 3.04 3.74 -1.03
C 4.44 0.30 1.02
C 3.63 1.74 -5.71
H -3.06 3.46 4.55
C -3.29 -3.61 -3.46
C -6.29 -5.80 -2.70
S -0.70 6.00 -1.22



[2]
50
Properties=species:S:1:pos:R:3 method="wB97M-V/def2-TZVPD" s2=8.76 total_charge=+2 multiplicity=6 lumo_ev="-4.9 / -8.0" max_force_ev_per_a=0.50 orbital_gap_ev="9.7 / 7.2"
H 1.20 -3.08 3.86
H 4.32 -1.49 3.59
C 0.69 2.86 -2.03
C -2.48 -1.97 0.40
H -1.82 3.38 1.32
C -0.59 3.05 -1.21
H 0.94 -0.73 -3.76
H -2.19 -1.20 -1.60
H -2.43 1.42 2.69
H 0.02 -2.92 -2.75
C 0.73 1.59 -2.87
H -1.48 2.71 -1.75
O 4.42 0.92 0.87
H -2.56 2.16 0.30
H -3.49 -2.35 0.30
C -1.54 1.38 2.05
H 1.41 -2.17 -1.96
H -0.80 -0.86 -3.60
H -2.11 -2.95 -1.48
H -1.97 -2.65 1.09
H 2.64 -2.67 4.72
N 2.05 1.15 0.76
N -1.34 0.01 1.53
H 4.14 -1.10 1.93
N 0.11 0.43 -2.20
Ru 0.46 0.07 0.06
C 0.35 -2.05 -2.19
H 0.30 2.67 0.58
H -1.00 -0.57 2.29
C -2.61 -0.58 1.03
N -0.35 -1.94 -0.90
H 1.77 1.33 -3.11
N 3.74 -1.49 2.76
H 0.22 1.75 -3.82
C -1.68 2.37 0.92
H -0.68 1.63 2.67
N 2.08 -2.60 3.88
H -0.04 -2.72 -0.32
H -0.87 0.68 -2.08
H -3.03 0.10 0.29
H -0.75 4.11 -0.99
H 0.80 3.70 -2.72
C 2.54 -2.04 2.76
H 1.54 2.90 -1.36
C 0.13 -0.80 -3.03
H -3.31 -0.63 1.86
C 3.26 1.04 0.80
S 1.57 -2.13 1.33
C -1.82 -2.02 -0.98
N -0.49 2.30 0.06



[3]
51
Properties=species:S:1:pos:R:3 method="wB97M-V/def2-TZVPD" s2=0.76 multiplicity=2 lumo_ev="-0.8 / -2.3" max_force_ev_per_a=1.14 orbital_gap_ev="7.4 / 6.2" e_above_lowest_ev=0.000
Ir -0.62 -0.86 -1.62
N 0.85 -2.34 -2.35
C -0.90 4.11 2.10
H 3.12 0.05 1.78
C -2.73 -1.60 -3.38
H 1.48 0.09 2.42
H 1.01 -4.45 -1.94
H -0.10 2.13 2.01
C -0.86 2.76 2.43
H -3.62 -1.89 -1.44
H -0.16 4.51 1.42
O -1.71 -0.76 -3.32
H 0.75 -2.49 -3.35
N -0.47 -0.82 1.30
C 4.23 0.57 -2.80
H 4.90 0.88 -3.59
C 4.73 -0.05 -1.65
H 2.25 -1.45 2.17
O 0.69 0.58 -2.19
C -2.83 4.39 3.49
H 0.88 -3.36 -0.53
S -2.19 0.30 -0.47
C -1.84 0.74 3.61
O -3.44 -1.74 -4.35
H 1.80 -2.03 -2.18
N -1.63 -2.53 -1.47
H 2.47 1.26 -3.83
C -2.79 3.05 3.82
H -3.54 2.63 4.48
H -3.60 5.03 3.91
C -1.88 4.93 2.63
H -3.34 -3.40 -2.34
N 0.35 -0.79 0.16
C -2.93 -2.43 -2.09
S -2.81 -0.20 2.38
C 0.54 -3.55 -1.55
C -0.97 -3.73 -1.55
C 1.96 0.39 -1.95
C 3.86 -0.40 -0.64
C 2.47 -0.20 -0.76
C -1.64 -0.31 1.07
H 5.79 -0.23 -1.54
H 4.26 -0.86 0.25
H -1.92 5.98 2.37
C 2.16 -0.44 1.76
C 2.88 0.79 -2.94
O -1.50 -4.81 -1.67
C 1.61 -0.51 0.37
H -0.85 0.28 3.68
H -2.35 0.57 4.56
C -1.81 2.21 3.29



[4]
21
Properties=species:S:1:pos:R:3 method="wB97M-V/def2-TZVPD" multiplicity=1 smiles="CC(C)(C)O.CP=O" lumo_ev=-0.5 max_force_ev_per_a=4.33 orbital_gap_ev=9.1 e_above_lowest_ev=2.790
C -1.48 -2.25 -0.39
H -1.38 1.24 0.01
H 2.76 1.29 -0.89
H -1.98 0.09 1.32
H -0.91 -2.73 -1.04
H 1.04 -1.76 0.97
C -1.71 0.19 0.31
H -0.08 0.40 -1.29
O 0.17 -0.48 -0.97
H -2.44 -2.14 -0.88
H 3.46 2.09 0.44
P 0.98 2.79 -0.05
O 0.43 3.16 -1.32
H 3.34 2.67 -1.11
C 2.70 2.22 -0.36
H -0.50 -1.56 2.12
H 0.55 -0.19 1.73
C -0.79 -0.99 0.05
H -2.56 0.00 -0.38
C 0.11 -1.22 1.31
H -1.72 -2.83 0.43



[5]
42
Properties=species:S:1:pos:R:3 method="wB97M-V/def2-TZVPD" multiplicity=1 lumo_ev=-0.2 max_force_ev_per_a=3.52 orbital_gap_ev=9.6 e_above_lowest_ev=1.959
H -4.64 1.71 2.52
H -4.24 4.06 -0.56
H -7.47 6.55 0.43
H -5.10 6.44 0.86
O -5.09 4.52 -2.16
H -5.08 5.90 2.79
O -6.67 3.40 0.50
O -8.68 5.56 2.45
H -8.85 2.27 -0.09
H -4.16 7.62 1.00
O -8.62 1.36 -0.21
O -7.53 5.84 -0.26
H -9.46 1.03 -0.60
O -3.57 4.01 0.15
O -4.82 7.22 0.37
H -4.30 4.00 3.18
H -5.80 3.88 -2.03
H -5.53 5.16 -2.74
H -3.03 3.66 4.05
O -3.48 4.40 3.55
O -5.26 2.20 3.06
O -6.75 2.37 -2.19
H -9.28 6.26 2.38
H -8.46 1.32 1.67
H -6.14 1.84 2.89
H -6.54 6.00 2.60
H -3.62 3.12 0.53
O -4.84 1.61 0.02
H -6.44 -0.74 -2.47
H -5.46 1.00 0.42
H -4.21 1.17 -0.50
H -7.18 2.84 -2.91
H -7.50 2.27 -1.62
O -5.77 5.68 2.16
H -8.36 0.44 2.92
O -8.14 1.28 2.60
H -8.85 5.24 1.57
O -6.78 -0.42 -1.61
H -6.61 0.54 -1.63
H -6.02 2.83 0.14
H -6.26 3.78 1.27
H -7.09 5.13 0.12



[6]
14
Properties=species:S:1:pos:R:3 method="wB97M-V/def2-TZVPD" multiplicity=1 smiles="[H]/N=C(O)/C=N/[H].FCF" lumo_ev=-0.1 max_force_ev_per_a=4.27 orbital_gap_ev=10.3 e_above_lowest_ev=0.913
C 0.92 0.82 -0.05
H 2.71 1.57 0.20
H -0.03 0.07 1.94
H -1.19 -0.75 -1.07
H 2.19 0.11 2.74
C 0.92 0.47 1.40
H -2.41 -1.52 0.09
H -0.15 1.25 -1.69
F -1.83 -2.62 -1.47
C -2.09 -1.39 -0.91
O 2.04 1.43 -0.49
N -0.16 0.83 -0.72
N 2.11 0.54 1.83
F -3.04 -0.81 -1.79



[7]
13
Properties=species:S:1:pos:R:3 method="wB97M-V/def2-TZVPD" multiplicity=1 lumo_ev=0.7 max_force_ev_per_a=1.25 orbital_gap_ev=9.9 e_above_lowest_ev=1.102
O -0.63 1.82 0.01
C 1.74 0.95 -0.04
H 2.01 1.52 -0.93
H 0.34 -2.14 0.28
C -1.66 0.81 0.00
H 2.05 1.54 0.82
O -2.82 0.96 -0.08
C 0.29 0.74 0.00
H 2.26 -0.01 -0.05
H -0.97 -2.11 -0.92
C -0.64 -1.73 0.05
H -1.34 -2.11 0.80
C -0.62 -0.25 0.05



[8]
7
Properties=species:S:1:pos:R:3 method="wB97M-V/def2-TZVPD" s2=0.75 total_charge=+2 multiplicity=2 lumo_ev="-11.7 / -16.5" max_force_ev_per_a=3.85 orbital_gap_ev="12.2 / 7.2"
O -0.67 -0.30 -0.79
P 0.18 0.17 0.39
Ag -2.23 -1.33 -1.41
F -0.64 0.97 1.42
F 0.87 -0.98 1.15
H 0.87 0.82 -1.43
O 1.25 0.97 -0.40



[9]
16
Properties=species:S:1:pos:R:3 method="wB97M-V/def2-TZVPD" s2=0.75 multiplicity=2 lumo_ev="0.5 / 0.3" max_force_ev_per_a=2.81 orbital_gap_ev="5.7 / 10.1" e_above_lowest_ev=0.997
H -1.79 0.94 0.01
H -0.75 -2.18 1.44
H -0.18 2.35 -1.33
H -0.92 -0.58 2.25
O -0.41 -0.57 0.25
O 1.25 0.85 -1.35
Be 0.73 -1.16 -0.72
H 2.49 -0.72 0.66
C -0.08 1.25 -1.29
C -1.12 -1.15 1.33
H -0.68 0.87 -2.13
O 2.44 -1.07 -0.23
C -0.70 0.81 0.02
H -2.20 -1.15 1.12
H 2.19 0.11 -0.89
H -0.26 1.38 0.86



[10]
15
Properties=species:S:1:pos:R:3 method="wB97M-V/def2-TZVPD" multiplicity=1 smiles=CSSCCN lumo_ev=0.8 max_force_ev_per_a=1.27 orbital_gap_ev=9.6 e_above_lowest_ev=0.716
H -0.33 -0.98 -2.99
C 0.20 -1.80 -2.51
H -1.82 1.05 0.62
C -0.84 0.68 0.41
H -0.77 1.08 2.47
H -0.42 1.39 -0.31
H -0.26 -2.72 -2.89
S -1.39 -0.96 -0.05
S 0.19 -2.00 -0.70
N 1.03 1.77 1.89
H 1.91 1.29 1.84
H 1.25 -1.83 -2.79
H 1.00 2.43 1.13
C -0.07 0.77 1.74
H 0.30 -0.18 2.13



[11]
18
Properties=species:S:1:pos:R:3 method="wB97M-V/def2-TZVPD" multiplicity=1 smiles=CSC.NCN lumo_ev=1.0 max_force_ev_per_a=1.11 orbital_gap_ev=9.5 e_above_lowest_ev=0.403
N 4.82 -2.38 0.72
H 2.61 -3.63 0.53
N 2.39 -2.64 0.54
C 3.59 -1.96 0.11
H 3.44 -0.90 0.30
C -2.65 1.70 -1.04
H -2.35 1.58 0.00
H -5.16 2.14 0.14
H 2.37 -2.51 1.55
H -1.73 1.82 -1.54
H -4.20 3.50 0.81
C -4.77 3.13 -0.05
H 3.66 -2.11 -0.96
H 5.38 -3.11 0.32
H -3.04 0.76 -1.41
S -3.71 3.07 -1.51
H -5.59 3.82 -0.22
H 4.93 -2.28 1.71



[12]
35
Properties=species:S:1:pos:R:3 method="wB97M-V/def2-TZVPD" total_charge=+2 multiplicity=1 lumo_ev="-8.5 / -8.5" max_force_ev_per_a=0.83 orbital_gap_ev="6.6 / 6.6" e_above_lowest_ev=0.376
H -4.88 -1.31 -0.94
H -0.39 -4.27 3.06
Ir 0.27 -0.42 -0.15
C 2.49 1.59 -0.41
N 1.43 2.26 -0.77
N 3.68 2.18 -0.38
C -3.20 1.53 -1.67
C 0.37 -4.75 -0.20
C -0.15 -4.06 2.03
H 0.03 -6.11 1.43
H -0.52 0.39 2.22
H 0.64 -3.12 -1.58
H -1.07 -1.77 3.23
H -3.32 2.52 -2.08
O -0.64 -0.43 1.71
N 0.30 1.49 -0.77
H -0.79 2.97 -1.68
C -0.27 -1.59 2.52
C -0.08 -2.75 1.59
H 0.55 -5.52 -0.95
H 0.66 -1.36 3.06
C -1.96 1.11 -1.24
C -4.07 -0.61 -1.04
H -2.59 -1.95 -0.23
C -2.80 -0.97 -0.64
C -4.28 0.65 -1.57
C 0.08 -5.07 1.11
C -0.78 1.97 -1.27
N -1.76 -0.14 -0.74
H -5.26 0.96 -1.90
H 4.50 1.67 -0.11
C 0.42 -3.42 -0.57
S 2.46 -0.15 0.05
N 0.20 -2.44 0.32
H 3.77 3.14 -0.66



[13]
82
Properties=species:S:1:pos:R:3 method="wB97M-V/def2-TZVPD" total_charge=+2 multiplicity=1 lumo_ev="-9.4 / -9.4" max_force_ev_per_a=2.40 orbital_gap_ev="5.0 / 5.0" e_above_lowest_ev=1.784
H 0.30 -4.71 1.40
H -3.49 0.35 1.67
Cl -0.44 -2.61 -5.11
H 2.62 -1.41 2.97
C -1.97 1.29 0.50
C 1.16 3.67 -2.54
H 0.12 2.11 2.51
H 0.62 -2.56 -0.01
H -1.85 -2.05 -0.06
H 0.54 -2.44 1.76
H -4.48 2.20 2.62
H -1.81 -5.24 2.25
H -1.03 -3.15 3.40
H -0.75 2.85 -0.44
H -2.64 1.08 -0.35
C -3.97 3.16 0.76
H 0.36 -0.24 2.37
C -1.78 -4.27 1.75
H 3.09 2.20 2.13
H 3.78 2.25 -2.12
C 2.55 0.68 3.52
H 2.69 0.47 0.58
H 4.57 -3.50 -3.26
H 3.38 0.83 4.20
C 0.97 2.31 -2.51
H -2.15 0.98 2.65
H -2.65 -4.25 1.08
C -2.72 3.63 0.01
H -3.10 -1.64 1.81
H -2.92 3.64 -1.06
S -0.29 4.47 -2.94
H 1.05 2.40 1.03
H -1.09 3.10 1.27
Ge -0.69 -2.71 -2.99
Pt -0.52 -0.28 -2.37
N 1.59 -0.02 -2.60
C 2.24 1.95 2.76
H 5.96 0.40 -2.15
H 2.13 -1.19 0.65
C 4.34 -2.48 -3.00
Cl -4.15 -1.17 -1.07
H -2.79 -3.30 3.39
Ge -3.03 -0.35 -2.75
H -0.64 -4.52 -0.06
C 0.97 1.78 1.91
Cl -3.75 -1.26 -4.54
C -0.50 -4.12 0.94
H 2.10 2.79 3.45
H -1.76 -1.01 2.78
H 2.24 -2.72 -3.34
H -2.11 2.87 -3.28
C -1.92 -3.15 2.76
C -2.79 1.17 1.78
N 3.27 1.39 -2.24
C -1.07 2.96 -3.04
Cl -3.98 1.62 -2.85
N -0.32 1.93 -2.78
Cl -2.54 -3.73 -2.58
C 2.89 -0.45 2.53
C -1.52 2.75 0.33
H 6.40 -2.00 -2.64
H -4.53 2.46 0.13
H -2.49 4.66 0.31
H -4.63 4.00 0.97
C 3.83 0.14 -2.41
C -2.05 -1.78 2.06
C 5.39 -1.62 -2.65
C -1.22 -1.71 0.77
C 1.94 1.25 -2.39
H 1.69 0.41 4.14
C 2.76 -0.74 -2.66
P -0.61 0.00 0.25
C 5.15 -0.29 -2.37
H -3.00 3.15 2.67
C 2.15 -0.25 1.20
C 0.77 0.31 1.51
C 3.03 -2.06 -3.02
H 3.96 -0.46 2.34
H 2.07 4.22 -2.38
Cl 0.68 -4.23 -2.28
C -3.59 2.46 2.05
C -0.03 -2.67 0.86